The following is a DFT calculation (ωB97M-V/def2-TZVPD) of a structure of composition C16H52BO16 in a non-equilibrium geometry.

Positions of all 85 atoms, in Å:
B -0.201 0.134 -0.264
H -0.944 0.366 -1.195
H -0.559 0.781 0.674
H -0.133 -1.035 -0.031
H 0.911 0.525 -0.529
C -2.023 -4.370 0.319
C -1.113 -3.620 1.274
O -1.591 -2.269 1.476
O -1.491 -4.364 -1.015
H -3.001 -3.879 0.272
H -2.177 -5.418 0.574
H -0.084 -3.665 0.917
H -1.225 -4.014 2.288
H -1.222 -1.693 0.787
H -1.188 -3.467 -1.192
C -3.145 -1.338 -3.336
C -4.090 -2.282 -4.051
O -4.723 -1.616 -5.138
O -2.100 -2.031 -2.670
H -3.716 -0.782 -2.569
H -2.798 -0.516 -3.972
H -4.861 -2.645 -3.379
H -3.528 -3.133 -4.450
H -4.098 -1.482 -5.854
H -1.385 -1.407 -2.499
C -0.696 3.872 -0.926
C -0.056 3.939 0.482
O -0.728 3.105 1.414
O 0.003 2.959 -1.748
H -0.695 4.868 -1.367
H -1.730 3.557 -0.758
H 0.005 4.969 0.834
H 0.959 3.542 0.367
H -0.781 2.234 0.983
H -0.200 2.033 -1.530
C 0.647 0.480 4.513
C -0.469 -0.268 3.815
O -0.159 -1.661 3.793
O 1.906 0.180 3.953
H 0.675 0.354 5.595
H 0.428 1.554 4.373
H -0.551 0.104 2.788
H -1.430 -0.149 4.330
H -0.755 -2.062 3.145
H 1.807 0.063 2.996
C 3.363 0.013 -3.118
C 3.297 1.508 -2.921
O 2.090 2.074 -3.427
O 4.558 -0.510 -2.568
H 3.254 -0.241 -4.179
H 2.509 -0.456 -2.626
H 4.127 2.000 -3.450
H 3.430 1.767 -1.866
H 1.542 2.240 -2.648
H 5.283 -0.006 -2.952
C -4.092 1.719 -0.681
C -4.364 3.011 0.036
O -5.480 2.859 0.931
O -3.705 0.773 0.326
H -3.267 1.817 -1.393
H -4.989 1.341 -1.179
H -4.564 3.866 -0.610
H -3.512 3.257 0.680
H -5.276 2.036 1.393
H -2.895 0.332 0.052
C 2.985 -2.197 -0.154
C 2.813 -2.477 1.328
O 3.906 -1.870 1.976
O 1.798 -2.397 -0.903
H 3.795 -2.780 -0.591
H 3.288 -1.146 -0.262
H 2.748 -3.554 1.518
H 1.845 -2.053 1.630
H 3.990 -2.175 2.883
H 1.171 -1.745 -0.556
C 4.087 1.370 2.390
C 2.713 1.723 1.912
O 1.811 0.623 2.006
O 4.819 0.522 1.544
H 4.037 0.992 3.421
H 4.656 2.304 2.421
H 2.803 1.998 0.846
H 2.275 2.595 2.411
H 1.066 0.761 1.396
H 4.391 -0.347 1.490

Results
E_LUMO   2.55 eV
Energy   -50867.467 eV
HOMO energy   -6.00 eV
HOMO-LUMO gap   8.55 eV
Relative energy (zero: lowest compared OMol25 entry of this formula, charge and spin)   2.031 eV
Net charge   -1